Record 1
{"formula": "C16H17ClF10N3OSSbTi", "method": "ωB97M-V with the def2-TZVPD basis set", "energy_ha": -3806.41922, "homo_energy_ev": -1.804, "total_charge": -2, "e_lumo_ev": 4.503, "relative_energy_kcal_mol": 33.18, "species": ["Ti", "C", "N", "C", "C", "C", "N", "C", "C", "F", "C", "F", "C", "C", "F", "C", "F", "H", "H", "H", "H", "H", "H", "H", "H", "H", "H", "H", "O", "N", "C", "C", "C", "C", "C", "S", "H", "H", "H", "H", "F", "Sb", "F", "F", "F", "F", "F", "Cl", "C", "H", "H"], "positions_angstrom": [[0.368, 0.428, 0.947], [-1.736, -0.851, -3.513], [-1.833, -0.031, -2.326], [-2.630, 1.146, -2.571], [-2.348, -0.759, -1.171], [-1.530, -1.935, -0.674], [-0.255, -1.587, -0.059], [0.646, -2.576, 0.049], [1.997, -2.232, 0.309], [2.260, -0.912, 0.369], [3.025, -3.118, 0.439], [4.269, -2.655, 0.659], [2.826, -4.486, 0.318], [1.531, -4.868, 0.047], [1.259, -6.190, -0.079], [0.481, -3.984, -0.085], [-0.740, -4.544, -0.290], [-2.717, -1.285, -3.800], [-1.021, -1.659, -3.361], [-1.366, -0.246, -4.345], [-3.683, 0.903, -2.825], [-2.204, 1.721, -3.399], [-2.636, 1.782, -1.681], [-3.351, -1.160, -1.413], [-2.462, -0.049, -0.355], [-1.372, -2.619, -1.510], [-2.174, -2.453, 0.030], [3.627, -5.203, 0.431], [0.407, 0.865, -0.779], [0.673, 1.818, -1.659], [0.207, 3.030, -1.343], [0.244, 4.053, -2.240], [0.780, 3.802, -3.514], [1.277, 2.585, -3.801], [1.268, 1.498, -2.859], [1.937, 0.000, -3.172], [-0.174, 3.102, -0.332], [-0.126, 5.026, -1.950], [0.813, 4.587, -4.262], [1.725, 2.384, -4.761], [2.129, 1.444, 1.225], [2.045, 2.039, 3.397], [0.813, -0.454, 2.471], [3.693, 1.115, 3.338], [2.658, 2.565, 5.180], [2.840, 3.640, 2.758], [-0.171, 2.149, 1.451], [-2.484, -1.262, 2.311], [-1.695, 0.320, 1.904], [-1.436, 0.768, 2.855], [-2.440, 0.936, 1.405]], "mulliken_charge": [0.33, -1.26, 1.02, -1.30, -0.71, -1.51, 0.68, 0.54, -0.04, -0.05, 0.05, -0.33, -0.68, 0.21, -0.36, 0.07, -0.37, 0.31, 0.24, 0.32, 0.35, 0.34, 0.27, 0.43, -0.33, 0.77, 0.42, 0.46, 0.19, 0.55, -0.28, -1.08, 0.00, -0.80, 0.15, -0.40, 0.65, 0.39, 0.35, 0.38, -0.51, 1.52, -0.50, -0.58, -0.61, -0.59, -0.48, -0.30, -0.79, 0.41, 0.49]}

***

Record 2
{"formula": "C2H2NO3S", "method": "ωB97M-V with the def2-TZVPD basis set", "energy_ha": -756.05932, "homo_energy_ev": -3.747, "total_charge": -1, "e_lumo_ev": 3.830, "relative_energy_kcal_mol": 50.58, "species": ["C", "C", "N", "O", "O", "O", "S", "H", "H"], "positions_angstrom": [[1.178, -0.466, 0.955], [-1.717, -0.701, -0.228], [-0.027, 0.279, 0.468], [-1.989, -0.127, -1.232], [-1.950, -1.385, 0.699], [1.864, 0.858, -1.214], [2.468, -0.086, -0.160], [-0.210, 0.896, 1.176], [0.382, 0.731, -0.463]], "mulliken_charge": [-0.49, 0.75, -0.39, -0.49, -0.45, -0.72, 0.14, 0.24, 0.41]}

***

Record 3
{"formula": "C10H13O3", "method": "ωB97M-V with the def2-TZVPD basis set", "energy_ha": -614.59099, "homo_energy_ev": -3.644, "total_charge": -1, "e_lumo_ev": 3.603, "relative_energy_kcal_mol": 44.11, "species": ["C", "C", "C", "O", "O", "H", "H", "H", "H", "H", "C", "C", "C", "C", "C", "C", "C", "O", "H", "H", "H", "H", "H", "H", "H", "H"], "positions_angstrom": [[1.714, 2.306, -0.206], [0.308, 2.418, -0.793], [1.892, 1.428, 1.031], [2.864, 0.822, 1.443], [0.945, 1.759, 1.935], [2.484, 2.055, -0.943], [2.105, 3.252, 0.208], [0.162, 1.610, -1.537], [-0.080, 3.402, -1.156], [-0.392, 2.257, 0.034], [-1.412, -3.090, -2.416], [-1.976, -0.184, -0.132], [-2.123, -0.934, -1.345], [-0.909, -0.382, 0.742], [-1.129, -1.837, -1.539], [0.208, -1.223, 0.296], [0.100, -1.966, -0.837], [-0.895, 0.015, 1.987], [-2.608, 0.604, 0.195], [-3.004, -0.896, -1.972], [0.057, 1.047, 1.986], [1.097, -1.062, 0.901], [-2.443, -2.994, -2.799], [-1.362, -3.898, -1.697], [0.880, -2.602, -1.296], [-0.750, -3.126, -3.278]], "mulliken_charge": [-0.29, -0.82, 0.43, -0.67, -0.59, 0.35, 0.23, 0.13, 0.38, 0.22, -1.58, -0.69, -0.71, 0.30, 1.07, 0.14, -0.98, -0.85, 0.38, 0.31, 0.44, 0.50, 0.34, 0.37, 0.30, 0.30]}

***

Record 4
{"formula": "C12H36N3O4", "method": "ωB97M-V with the def2-TZVPD basis set", "energy_ha": -943.75838, "homo_energy_ev": [-2.141, -9.629], "total_charge": 0, "spin_multiplicity": 2, "e_lumo_ev": [0.628, 0.487], "species": ["O", "H", "H", "H", "C", "C", "C", "O", "C", "N", "H", "H", "H", "H", "H", "H", "H", "H", "H", "H", "H", "C", "C", "C", "O", "C", "N", "H", "H", "H", "H", "H", "H", "H", "H", "H", "H", "H", "C", "C", "C", "O", "C", "N", "H", "H", "H", "H", "H", "H", "H", "H", "H", "H", "H"], "positions_angstrom": [[4.468, -1.623, -11.580], [4.153, -2.376, -11.075], [5.338, -1.350, -11.282], [3.847, -0.898, -11.481], [5.732, 1.729, -9.869], [6.364, 0.962, -11.068], [7.705, 1.713, -11.407], [8.276, 1.144, -12.661], [7.524, 0.603, -13.725], [6.597, -0.486, -10.888], [5.090, 2.508, -10.279], [6.436, 2.201, -9.183], [5.246, 0.980, -9.244], [5.750, 1.125, -11.954], [8.563, 1.399, -10.813], [7.638, 2.799, -11.471], [6.742, 1.252, -14.118], [7.063, -0.320, -13.374], [8.053, 0.354, -14.645], [7.282, -0.524, -11.629], [7.007, -0.733, -9.999], [4.344, -5.041, -10.450], [2.995, -4.452, -10.189], [2.172, -5.436, -9.189], [1.813, -6.613, -9.896], [1.639, -7.726, -9.038], [3.175, -3.045, -9.731], [4.266, -5.975, -11.006], [4.968, -5.104, -9.558], [4.997, -4.374, -11.012], [2.582, -4.424, -11.197], [1.251, -4.921, -8.915], [2.755, -5.564, -8.277], [1.363, -8.523, -9.727], [0.733, -7.465, -8.490], [2.496, -8.000, -8.423], [3.686, -3.091, -8.862], [2.249, -2.706, -9.512], [2.446, 1.669, -12.550], [1.837, 0.691, -11.538], [1.299, -0.509, -12.346], [2.230, -1.269, -13.137], [1.718, -2.404, -13.897], [2.797, 0.197, -10.571], [3.022, 2.424, -12.016], [1.650, 2.222, -13.050], [3.091, 1.129, -13.243], [1.047, 1.092, -10.903], [0.519, -0.290, -13.075], [0.938, -1.163, -11.554], [2.509, -3.008, -14.341], [1.081, -2.114, -14.733], [1.151, -3.007, -13.187], [3.060, 1.065, -10.125], [2.148, -0.149, -9.879]], "mulliken_charge": [0.30, 0.27, 0.82, 0.24, -2.14, 0.93, -0.65, -0.43, -0.63, -0.85, 0.24, 0.46, 0.60, 0.03, 0.35, 0.34, 0.26, 0.24, 0.32, 0.23, 0.39, -1.62, 0.38, -1.06, -0.21, -0.76, -1.17, 0.35, 0.41, 0.38, -0.08, 0.43, 0.32, 0.25, 0.33, 0.31, 0.68, 0.29, -1.21, -0.27, -1.30, -0.10, -0.91, -0.73, 0.49, 0.42, 0.19, 0.38, 0.58, 0.41, 0.24, 0.32, 0.34, 0.01, 0.61]}

***

Record 5
{"formula": "C17H20Tc", "method": "ωB97M-V with the def2-TZVPD basis set", "energy_ha": -739.28920, "homo_energy_ev": [-20.324, -20.323], "total_charge": 3, "e_lumo_ev": [-13.587, -13.601], "species": ["Tc", "C", "C", "C", "C", "C", "C", "C", "C", "C", "C", "H", "H", "H", "H", "H", "H", "H", "H", "H", "H", "H", "H", "H", "H", "H", "C", "C", "C", "C", "C", "C", "C", "H", "H", "H", "H", "H"], "positions_angstrom": [[-0.504, -0.073, 0.067], [0.173, 1.313, -1.726], [-0.373, 0.102, -2.264], [-1.730, -0.043, -1.755], [-2.048, 1.139, -0.991], [-0.868, 1.959, -0.951], [-0.704, 3.271, -0.304], [-3.351, 1.403, -0.345], [-2.668, -1.144, -2.070], [0.283, -0.821, -3.205], [1.477, 1.928, -2.052], [-0.630, 4.049, -1.076], [0.238, 3.331, 0.249], [-1.529, 3.540, 0.352], [-3.363, 2.325, 0.229], [-3.665, 0.573, 0.301], [-4.144, 1.478, -1.098], [-3.249, -0.889, -2.966], [-3.401, -1.314, -1.279], [-2.156, -2.077, -2.305], [-0.330, -0.928, -4.107], [0.361, -1.837, -2.800], [1.274, -0.486, -3.498], [1.310, 2.752, -2.755], [2.171, 1.237, -2.522], [1.955, 2.375, -1.180], [0.783, -0.776, 1.266], [1.493, -1.332, 2.251], [0.720, -2.020, 3.289], [1.370, -2.592, 4.335], [2.776, -2.524, 4.421], [3.544, -1.869, 3.432], [2.935, -1.286, 2.366], [-0.358, -2.062, 3.202], [0.804, -3.104, 5.102], [3.277, -2.985, 5.265], [4.621, -1.833, 3.522], [3.506, -0.779, 1.600]], "mulliken_charge": [0.58, 0.71, 0.96, 0.60, 0.81, 0.77, -1.65, -1.54, -1.55, -1.65, -1.83, 0.39, 0.37, 0.42, 0.39, 0.35, 0.37, 0.38, 0.38, 0.41, 0.38, 0.36, 0.38, 0.39, 0.46, 0.38, -0.60, 1.49, -0.22, -0.77, -0.13, -0.65, -0.35, 0.39, 0.46, 0.45, 0.46, 0.46]}

***

Record 6
{"formula": "C35H37AsF6GeMnN5O2S", "method": "ωB97M-V with the def2-TZVPD basis set", "energy_ha": -8240.41753, "homo_energy_ev": [-15.837, -15.838], "total_charge": 3, "spin_multiplicity": 2, "e_lumo_ev": [-9.546, -9.472], "relative_energy_kcal_mol": 5.60, "species": ["Mn", "C", "C", "N", "C", "C", "C", "S", "N", "C", "O", "C", "C", "C", "C", "C", "C", "H", "H", "H", "H", "H", "H", "H", "H", "H", "H", "H", "H", "H", "H", "H", "C", "N", "C", "C", "O", "N", "C", "N", "H", "H", "H", "H", "H", "H", "H", "F", "As", "F", "F", "F", "F", "F", "C", "Ge", "C", "C", "C", "C", "C", "C", "C", "C", "C", "C", "C", "C", "C", "C", "C", "C", "C", "C", "H", "H", "H", "H", "H", "H", "H", "H", "H", "H", "H", "H", "H", "H", "H"], "positions_angstrom": [[-0.032, 1.783, 0.616], [4.698, -1.281, 2.798], [4.886, -1.248, 1.286], [4.261, -0.062, 0.642], [5.168, 1.038, 0.235], [5.384, 2.031, 1.370], [2.969, 0.045, 0.484], [2.209, 1.388, -0.239], [2.246, -1.075, 0.889], [1.564, -2.007, 0.972], [-0.416, -0.120, 1.056], [0.822, -3.165, 1.175], [-0.548, -3.111, 1.500], [-1.218, -4.289, 1.739], [-0.541, -5.505, 1.655], [0.810, -5.560, 1.317], [1.503, -4.397, 1.068], [5.189, -2.171, 3.188], [3.649, -1.316, 3.091], [5.156, -0.413, 3.269], [4.493, -2.146, 0.808], [5.944, -1.197, 1.044], [4.749, 1.523, -0.642], [6.104, 0.571, -0.059], [4.433, 2.428, 1.725], [5.990, 2.856, 1.001], [5.912, 1.575, 2.206], [-1.060, -2.162, 1.580], [-2.269, -4.264, 1.994], [-1.072, -6.426, 1.858], [1.315, -6.513, 1.249], [2.549, -4.420, 0.792], [0.685, 7.026, 2.477], [0.717, 5.606, 2.131], [0.940, 4.530, 3.089], [0.801, 3.352, 2.175], [0.824, 2.116, 2.397], [0.569, 3.732, 0.920], [0.478, 5.102, 0.928], [0.244, 5.809, -0.155], [0.966, 7.135, 3.520], [-0.320, 7.431, 2.346], [1.397, 7.584, 1.869], [0.185, 4.516, 3.879], [1.928, 4.581, 3.552], [-0.007, 5.338, -1.009], [0.111, 6.808, -0.112], [-1.205, 2.541, -0.818], [-2.857, 2.880, 0.089], [-1.756, 2.323, 1.481], [-2.227, 4.440, 0.359], [-3.529, 3.260, -1.399], [-4.165, 3.095, 1.110], [-3.154, 1.194, -0.089], [-0.786, 0.104, -0.034], [-1.945, -1.039, -1.525], [-2.446, 0.167, -2.928], [-1.483, 0.778, -3.733], [-1.882, 1.609, -4.767], [-3.235, 1.820, -5.004], [-4.193, 1.210, -4.208], [-3.802, 0.386, -3.162], [-0.403, -2.172, -1.898], [-0.551, -3.559, -1.921], [0.526, -4.372, -2.249], [1.761, -3.810, -2.549], [1.923, -2.430, -2.514], [0.845, -1.616, -2.188], [-3.352, -1.912, -0.535], [-4.127, -2.796, -1.289], [-5.165, -3.488, -0.681], [-5.428, -3.300, 0.669], [-4.655, -2.424, 1.419], [-3.616, -1.727, 0.820], [-0.426, 0.599, -3.577], [-1.139, 2.077, -5.400], [-3.543, 2.460, -5.820], [-5.246, 1.375, -4.394], [-4.554, -0.076, -2.533], [-1.512, -4.011, -1.700], [0.397, -5.446, -2.287], [2.589, -4.446, -2.833], [2.875, -1.989, -2.783], [0.979, -0.539, -2.203], [-3.944, -2.938, -2.350], [-5.772, -4.167, -1.264], [-6.251, -3.826, 1.134], [-4.871, -2.272, 2.468], [-3.043, -1.021, 1.411]], "mulliken_charge": [0.30, -0.93, -0.74, 0.17, -0.77, -0.87, 0.42, -0.42, 0.14, 0.57, -0.50, -0.02, -0.22, -0.55, -0.53, -0.84, -0.64, 0.40, 0.26, 0.29, 0.39, 0.43, 0.53, 0.43, 0.17, 0.41, 0.32, 0.99, 0.52, 0.49, 0.49, 0.55, -1.08, 0.05, -0.44, 0.33, -0.50, 0.03, 0.44, -0.29, 0.41, 0.38, 0.38, 0.39, 0.39, 0.21, 0.24, -0.82, 2.31, -0.62, -0.51, -0.41, -0.38, -0.39, 0.36, 1.20, 0.54, -0.11, -0.93, -0.56, -0.77, -0.44, 0.64, -0.37, -0.82, -0.81, -0.92, -0.26, 0.77, -0.58, -0.83, -0.62, -0.82, 0.00, 0.30, 0.47, 0.45, 0.45, 0.43, 0.51, 0.53, 0.48, 0.59, 0.46, 0.51, 0.47, 0.46, 0.49, 0.37]}